2 unconnected molecules or ions with the total composition C16H25N2. Source: the Open Molecules 2025 dataset; level of theory: ωB97M-V with the def2-TZVPD basis set.

Values from the calculation:
- Lowest unoccupied orbital energy: -3.990 eV
- Gap between HOMO and LUMO: 7.62 eV
- Highest occupied orbital energy: -11.6140 eV
- Charge: +1

Geometry as XYZ:
```
43
Properties=species:S:1:pos:R:3:forces:R:3:lowdin_charge:R:1
C -0.17366 -0.58394 4.30870 -0.2 0.1 0.1 -0.14
C -0.13157 -1.99405 3.70240 0.3 -0.2 0.0 -0.14
C -0.43972 -1.85004 2.20891 -0.3 -0.7 0.2 -0.11
N -0.33496 -0.41440 1.92616 -0.2 0.9 -2.2 -0.02
C -0.54825 0.06439 0.70539 -1.7 -1.1 2.4 0.03
C -0.63161 1.50060 0.51112 0.4 1.4 -0.3 -0.22
C 0.42122 2.34995 0.94062 -0.6 -0.2 0.0 -0.04
C 0.21962 3.72456 1.01183 0.0 0.0 -0.1 -0.05
C -1.00383 4.28007 0.61121 0.0 -0.4 -0.1 -0.04
C -2.00783 3.45621 0.08405 0.2 0.2 0.0 -0.05
C -1.81842 2.07878 0.00099 0.4 -0.5 0.4 -0.01
C -0.23287 0.40924 3.13808 0.7 0.5 0.9 -0.11
H -1.06268 -0.45843 4.93384 0.2 0.0 -0.1 0.12
H 0.70456 -0.38413 4.92783 -0.2 -0.1 -0.1 0.12
H 0.86305 -2.43082 3.82493 -0.2 0.0 0.1 0.12
H -0.85778 -2.65346 4.18220 0.2 0.0 -0.1 0.12
H 0.25586 -2.41932 1.57745 -0.2 0.3 0.1 0.13
H -1.45776 -2.21228 1.98805 0.3 0.3 -0.1 0.14
H -0.98071 -0.65531 0.00917 0.3 0.4 0.3 0.13
H 1.37638 1.91030 1.24198 -0.3 0.2 -0.1 0.13
H 1.01666 4.36665 1.39532 -0.3 -0.2 -0.2 0.12
H -1.16881 5.35562 0.70095 0.1 -0.4 -0.1 0.12
H -2.94808 3.89493 -0.25463 0.3 -0.2 0.1 0.12
H -2.59529 1.41806 -0.39173 0.1 0.3 0.1 0.13
H -1.09265 1.09225 3.25484 0.3 -0.3 -0.5 0.15
H 0.66958 1.03690 3.12492 -0.4 -0.3 -0.1 0.12
C 1.33046 -1.49493 -4.18462 -0.1 0.3 0.2 -0.20
C -0.15409 -1.66264 -3.87697 0.0 -0.3 0.0 -0.18
C -0.65892 -0.90926 -2.63582 -0.6 0.3 0.4 -0.19
N 0.30478 -0.46280 -1.60938 0.7 0.5 -1.2 -0.11
C 1.69040 -0.94726 -1.67647 0.4 0.3 0.6 -0.20
C 2.16989 -1.70489 -2.92669 0.0 -0.3 0.0 -0.18
H 1.62487 -2.23004 -4.94062 0.0 0.2 0.1 0.12
H 1.52202 -0.50412 -4.61224 0.0 0.0 0.1 0.12
H -0.74824 -1.33822 -4.73837 0.0 -0.1 0.2 0.11
H -0.36802 -2.72745 -3.72571 0.1 0.1 -0.1 0.11
H -1.23323 -0.02699 -2.96006 0.2 -0.2 0.1 0.12
H -1.37316 -1.56030 -2.11214 -0.2 0.0 -0.2 0.10
H 0.29165 0.55078 -1.54140 0.2 -0.3 -0.5 0.09
H 2.35081 -0.08099 -1.51472 -0.2 -0.2 0.0 0.12
H 1.82292 -1.59819 -0.80064 0.3 0.0 -0.2 0.10
H 2.18123 -2.77326 -2.68123 0.0 0.1 -0.2 0.11
H 3.20620 -1.41175 -3.12752 -0.1 -0.2 0.1 0.11
```
Positions in Å, forces in eV/Å.